# 1
DFT (the ωB97M-V functional and the def2-TZVPD basis) results for the molecule C3H5ClS.

Each line ends with the natural charge from an NBO analysis.
Cartesian coordinates (Å):
S 2.35 -0.77 -0.12  -0.05
C 0.86 0.42 -0.28  -0.51
C -0.44 -0.31 -0.03  -0.24
C -1.59 0.32 0.07  -0.16
Cl -3.03 -0.73 -0.14  -0.06
H 1.99 -0.85 1.07  0.10
H 1.03 0.85 -1.28  0.24
H 1.09 1.14 0.54  0.23
H -0.39 -1.41 -0.15  0.24
H -1.87 1.33 0.31  0.23

Computed properties:
E_LUMO, eV: 0.8
Spin multiplicity: 1
SMILES string: SC/C=C/Cl
Gap between HOMO and LUMO, eV: 10.1
M, g mol⁻¹: 108.593
DFT total energy, Eh: -975.6336
HOMO level, Ha: -0.3440

---

# 2
DFT (the ωB97M-V functional and the def2-TZVPD basis) results for a structure of composition C15H29Cl3CsN2O2SSi2.

Each line ends with the Mulliken charge.
Cartesian coordinates (Å):
Cs -0.74 -1.48 -1.53  1.43
Cl 5.00 -1.00 3.79  -0.27
C 3.54 -1.29 2.88  0.24
C 3.60 -1.40 1.50  -0.66
C 2.44 -1.63 0.80  0.70
Cl 2.52 -1.74 -0.94  -0.21
C 1.14 -1.78 1.39  -0.02
O 0.09 -2.02 0.73  -1.15
C 1.18 -1.64 2.81  0.04
Cl -0.34 -1.77 3.65  -0.21
C 2.33 -1.40 3.54  -0.50
H 4.54 -1.29 0.98  0.41
H 2.28 -1.30 4.62  0.44
C -2.91 3.95 -0.55  -1.16
Si -1.78 2.56 0.08  -0.04
C -0.72 3.38 1.44  -1.03
C -2.92 1.40 1.09  -0.99
C -0.91 1.68 -1.24  0.65
Si 0.07 2.47 -2.55  0.01
C -0.88 3.77 -3.55  -1.07
C 0.71 1.19 -3.81  -1.02
C 1.67 3.37 -1.99  -1.07
H -3.59 4.30 0.23  0.32
H -3.51 3.62 -1.40  0.28
H -2.32 4.81 -0.88  0.27
H -1.31 3.88 2.21  0.34
H -0.05 4.13 1.00  0.29
H -0.09 2.63 1.93  0.23
H -3.24 1.87 2.02  0.35
H -2.39 0.48 1.36  0.17
H -3.82 1.13 0.53  0.32
H -0.29 0.89 -0.80  -0.54
H -1.84 3.38 -3.88  0.29
H -0.32 4.09 -4.43  0.31
H -1.08 4.66 -2.94  0.30
H -0.13 0.69 -4.30  0.25
H 1.32 0.43 -3.32  0.20
H 1.33 1.65 -4.58  0.29
H 1.43 4.18 -1.30  0.29
H 2.24 3.80 -2.82  0.34
H 2.32 2.67 -1.46  0.25
C 0.45 -5.17 2.48  -0.84
N -0.29 -5.21 1.23  -0.02
C 0.27 -4.96 0.03  0.18
N 1.61 -4.79 0.01  -0.42
S -0.66 -4.96 -1.36  -0.47
H -0.23 -5.43 3.29  0.32
H 0.85 -4.18 2.69  0.19
H 1.26 -5.90 2.46  0.34
H -1.29 -5.17 1.25  0.22
H 2.05 -4.40 0.83  0.28
H 1.96 -4.43 -0.87  0.27
O -3.60 -1.13 -1.11  -0.72
H -3.25 -0.23 -1.08  0.27
H -3.72 -1.38 -0.19  0.34

Computed properties:
E_LUMO, eV: 2.0
Spin multiplicity: 1
Gap between HOMO and LUMO, eV: 5.7
M, g mol⁻¹: 596.912
DFT total energy, Eh: -3227.0053
Total charge: -1
HOMO level, Ha: -0.1345

---

# 3
DFT (the ωB97M-V functional and the def2-TZVPD basis) results for a cluster of 14 separate species, C22H72N4O14 in total.

Each line ends with the Mulliken charge.
Cartesian coordinates (Å):
C 24.59 5.82 -4.66  -1.16
C 23.71 7.07 -4.30  0.96
O 23.86 7.33 -2.96  -0.69
H 25.59 6.05 -4.28  0.45
H 24.70 5.78 -5.75  0.19
H 24.17 4.89 -4.23  0.16
H 22.67 6.97 -4.72  -0.47
H 24.08 7.92 -4.86  0.10
H 23.03 7.78 -2.76  0.43
C 17.90 5.86 -2.42  -0.16
C 16.96 4.86 -3.03  -0.53
O 16.20 5.56 -3.95  -0.40
H 18.16 5.55 -1.44  0.64
H 17.37 6.83 -2.40  -0.17
H 18.73 5.90 -3.10  -0.42
H 16.27 4.41 -2.28  0.54
H 17.61 4.11 -3.46  0.05
H 15.45 4.99 -4.04  0.28
C 17.98 5.78 -9.92  -0.47
C 16.57 5.19 -10.00  -0.53
O 16.44 4.42 -11.23  -0.57
H 18.16 6.12 -8.88  -0.09
H 18.09 6.61 -10.62  0.30
H 18.66 5.02 -10.14  0.44
H 15.86 5.98 -9.98  0.32
H 16.38 4.56 -9.19  0.27
H 15.52 4.14 -11.30  0.31
C 15.49 8.84 -3.26  -1.22
C 15.80 9.35 -4.64  1.32
O 14.68 9.49 -5.52  -0.70
H 14.81 9.54 -2.71  0.35
H 16.40 8.74 -2.71  0.06
H 15.02 7.92 -3.36  0.32
H 16.47 8.64 -5.08  -0.69
H 16.34 10.26 -4.54  0.31
H 14.82 9.30 -6.43  0.35
C 21.18 4.38 -4.53  -0.40
C 21.88 3.25 -5.24  -0.89
O 21.09 2.74 -6.24  -0.47
H 20.24 4.09 -4.15  0.46
H 21.01 5.25 -5.23  -0.34
H 21.77 4.80 -3.70  0.55
H 22.02 2.46 -4.55  0.60
H 22.90 3.43 -5.59  0.23
H 21.26 1.76 -6.23  0.31
C 22.85 6.71 -8.42  -1.37
C 22.05 5.57 -7.77  1.20
O 20.68 5.90 -8.07  -0.27
H 22.61 6.79 -9.46  0.37
H 23.88 6.37 -8.31  0.60
H 22.68 7.70 -7.94  0.00
H 22.25 5.56 -6.69  -0.94
H 22.32 4.62 -8.21  0.51
H 20.15 5.26 -7.63  0.03
C 20.97 9.81 -9.04  -0.68
C 19.89 8.75 -9.31  0.27
O 19.18 9.13 -10.51  -0.63
H 21.80 9.74 -9.70  0.44
H 21.26 9.56 -7.99  -0.40
H 20.60 10.83 -9.00  0.30
H 19.17 8.59 -8.57  -0.25
H 20.38 7.82 -9.50  0.56
H 19.55 8.64 -11.30  0.36
C 23.39 11.29 -4.80  -1.30
C 21.95 11.24 -5.28  -0.50
O 21.27 9.99 -5.11  -0.06
H 23.48 11.13 -3.72  0.31
H 23.76 12.29 -5.05  0.43
H 24.01 10.56 -5.36  0.25
H 21.86 11.57 -6.29  0.55
H 21.35 11.89 -4.68  0.30
H 21.47 9.71 -4.23  -0.33
C 18.54 11.07 -1.92  0.49
O 17.94 9.94 -1.32  -0.67
N 18.97 11.12 -3.14  0.12
N 18.44 12.30 -1.37  -0.52
H 18.90 10.24 -3.68  -0.15
H 19.19 11.97 -3.59  0.29
H 18.00 12.44 -0.42  0.29
H 18.29 13.14 -2.01  0.19
C 19.08 7.70 -5.40  -0.70
O 18.82 8.62 -4.41  0.25
N 18.26 6.70 -5.72  2.74
N 20.10 7.82 -6.17  2.71
H 17.61 6.57 -4.96  -0.19
H 18.54 5.79 -6.12  -1.10
H 20.66 8.66 -5.98  -0.14
H 20.35 7.21 -6.95  -1.29
C 17.82 3.53 -6.64  -0.98
O 19.01 4.24 -6.60  -1.16
H 16.98 4.19 -6.59  0.12
H 17.73 2.92 -5.81  0.41
H 17.70 2.87 -7.44  0.38
H 19.70 3.60 -6.42  0.31
C 20.89 7.70 -2.53  -0.23
O 21.67 8.88 -2.40  -0.69
H 19.75 8.01 -2.32  0.15
H 21.19 6.86 -1.96  0.58
H 20.91 7.36 -3.62  -0.43
H 21.56 9.21 -1.47  0.32
C 15.13 6.63 -7.09  -0.74
O 16.24 7.45 -7.44  -0.58
H 14.75 6.78 -6.05  0.12
H 15.56 5.60 -7.10  0.12
H 14.28 6.87 -7.77  0.33
H 16.96 7.25 -6.84  0.17
C 18.30 11.09 -6.72  0.08
O 18.34 11.74 -7.92  -0.56
H 18.18 11.81 -5.90  0.09
H 19.36 10.78 -6.66  -0.30
H 17.54 10.32 -6.62  0.13
H 17.56 11.51 -8.38  0.39

Computed properties:
E_LUMO, eV: -0.1
Spin multiplicity: 1
Gap between HOMO and LUMO, eV: 8.7
M, g mol⁻¹: 616.832
DFT total energy, Eh: -2153.5979
HOMO level, Ha: -0.3230

---

# 4
DFT (the ωB97M-V functional and the def2-TZVPD basis) results for a cluster of 3 separate species, C4H11NO2 in total.

Each line ends with the natural charge from an NBO analysis.
Cartesian coordinates (Å):
C 0.21 1.39 -2.45  -0.39
C -0.41 1.49 -1.26  -0.20
C -0.58 0.46 -0.21  0.17
C 0.17 -0.65 -0.34  -0.57
N -1.57 0.58 0.81  -0.83
H 0.56 0.32 -2.53  0.23
H -0.15 1.77 -3.37  0.22
H -1.08 2.45 -1.04  0.18
H 1.27 -0.51 -0.52  0.23
H -0.06 -1.50 0.34  0.18
H -1.70 -0.19 1.46  0.39
H -1.54 1.51 1.26  0.39
O 1.17 0.18 5.26  -0.93
H 0.75 -0.66 5.55  0.46
H 1.74 0.35 6.07  0.47
O 0.56 -2.05 -3.08  -0.98
H 0.55 -2.27 -2.16  0.50
H 0.12 -2.66 -3.76  0.49

Computed properties:
E_LUMO, eV: 0.6
Spin multiplicity: 1
SMILES string: C=CC(=C)N.O.O
Gap between HOMO and LUMO, eV: 8.5
M, g mol⁻¹: 105.137
DFT total energy, Eh: -364.1233
HOMO level, Ha: -0.2889

---

# 5
DFT (the ωB97M-V functional and the def2-TZVPD basis) results for the molecule C9H20N4O3.

Each line ends with the natural charge from an NBO analysis.
Cartesian coordinates (Å):
H 3.06 2.44 -2.56  0.34
N 2.05 2.61 -2.56  -0.63
C 1.63 2.51 -1.37  0.54
N 0.23 2.61 -1.13  -0.85
N 2.51 2.33 -0.27  -0.67
C 1.99 1.78 0.98  -0.21
C 1.70 0.29 0.82  -0.42
C 0.95 -0.29 2.02  -0.42
C 0.38 -1.69 1.82  -0.20
N -0.54 -1.88 0.69  -0.49
C -1.55 -0.82 0.54  -0.19
C -2.52 -0.98 -0.61  -0.41
C -3.49 0.19 -0.65  -0.61
C 0.05 -2.43 -0.45  0.88
O 1.17 -2.28 -0.86  -0.59
O -0.89 -3.22 -1.06  -0.26
O -0.37 -3.82 -2.24  -0.40
H 0.05 3.13 -0.28  0.36
H -0.20 1.70 -1.01  0.37
H 3.02 3.19 -0.10  0.38
H 1.08 2.29 1.34  0.16
H 2.75 1.93 1.74  0.20
H 2.64 -0.24 0.68  0.22
H 1.14 0.12 -0.10  0.20
H 0.14 0.40 2.32  0.19
H 1.62 -0.34 2.88  0.22
H -0.17 -1.98 2.72  0.20
H 1.20 -2.40 1.70  0.22
H -1.05 0.15 0.45  0.16
H -2.11 -0.80 1.48  0.20
H -1.97 -1.01 -1.56  0.20
H -3.05 -1.93 -0.52  0.22
H -3.91 0.40 0.34  0.20
H -3.00 1.10 -1.00  0.21
H -4.32 -0.01 -1.33  0.22
H -0.21 -3.05 -2.81  0.46

Computed properties:
E_LUMO, eV: 0.6
Spin multiplicity: 1
SMILES string: [H]/N=C(/N)NCCCCN(CCC)C(=O)OO
Gap between HOMO and LUMO, eV: 9.8
M, g mol⁻¹: 232.284
DFT total energy, Eh: -799.5770
HOMO level, Ha: -0.3382

---

# 6
DFT (the ωB97M-V functional and the def2-TZVPD basis) results for the molecule C3H2N2O2.

Each line ends with the natural charge from an NBO analysis.
Cartesian coordinates (Å):
N -1.41 -0.56 -0.46  -0.57
C -0.74 0.31 0.14  0.53
O 0.62 0.48 0.30  -0.51
C 1.50 -0.42 -0.21  0.66
O 1.24 -1.39 -0.85  -0.55
C -1.40 1.78 0.46  0.17
N -1.52 1.13 1.46  -0.29
H -0.80 -1.24 -0.92  0.40
H 2.51 -0.10 0.09  0.15

Computed properties:
E_LUMO, eV: -0.6
Spin multiplicity: 1
Gap between HOMO and LUMO, eV: 10.7
M, g mol⁻¹: 98.061
DFT total energy, Eh: -375.3972
HOMO level, Ha: -0.4157

---

# 7
DFT (the ωB97M-V functional and the def2-TZVPD basis) results for the molecule C4H6P2.

Each line ends with the natural charge from an NBO analysis.
Cartesian coordinates (Å):
C -0.49 1.21 0.13  -0.40
C -1.91 1.46 0.19  -0.55
C -0.06 -0.04 0.18  0.16
C 1.09 -0.92 0.27  -0.73
P -3.26 0.44 -0.05  0.35
P -2.28 -1.40 0.13  0.02
H 0.12 2.01 0.20  0.23
H -2.32 2.52 0.32  0.23
H 1.95 -0.27 0.27  0.23
H 1.23 -1.65 -0.52  0.25
H 1.07 -1.67 1.02  0.25
H -1.69 -1.38 -1.07  -0.01

Computed properties:
E_LUMO, eV: -0.3
Spin multiplicity: 1
Gap between HOMO and LUMO, eV: 8.0
M, g mol⁻¹: 116.040
DFT total energy, Eh: -838.5643
HOMO level, Ha: -0.3050

---

# 8
DFT (the ωB97M-V functional and the def2-TZVPD basis) results for the molecule C5H9N.

Each line ends with the natural charge from an NBO analysis.
Cartesian coordinates (Å):
C -0.37 0.59 -1.22  -0.22
N -1.15 -0.45 -0.48  -0.65
C -0.42 -0.71 0.74  -0.04
C 0.16 0.79 1.09  -0.41
C 0.85 0.57 -0.27  -0.23
C 0.97 -0.93 0.14  -0.41
H -0.77 1.72 -1.05  0.17
H -0.19 0.42 -2.30  0.20
H -2.17 -0.21 -0.28  0.36
H -0.88 -1.42 1.48  0.22
H 0.93 0.75 1.82  0.20
H -0.46 1.64 1.07  0.19
H 1.70 1.13 -0.52  0.21
H 1.70 -1.17 0.96  0.20
H 1.10 -1.62 -0.72  0.21

Computed properties:
E_LUMO, eV: 1.1
Spin multiplicity: 1
SMILES string: C1N[C@H]2C[C@@H]1C2
Gap between HOMO and LUMO, eV: 9.5
M, g mol⁻¹: 83.134
DFT total energy, Eh: -250.5898
HOMO level, Ha: -0.3087

---

Copy entry 4 word for word.
DFT (the ωB97M-V functional and the def2-TZVPD basis) results for a cluster of 3 separate species, C4H11NO2 in total.

Each line ends with the natural charge from an NBO analysis.
Cartesian coordinates (Å):
C 0.21 1.39 -2.45  -0.39
C -0.41 1.49 -1.26  -0.20
C -0.58 0.46 -0.21  0.17
C 0.17 -0.65 -0.34  -0.57
N -1.57 0.58 0.81  -0.83
H 0.56 0.32 -2.53  0.23
H -0.15 1.77 -3.37  0.22
H -1.08 2.45 -1.04  0.18
H 1.27 -0.51 -0.52  0.23
H -0.06 -1.50 0.34  0.18
H -1.70 -0.19 1.46  0.39
H -1.54 1.51 1.26  0.39
O 1.17 0.18 5.26  -0.93
H 0.75 -0.66 5.55  0.46
H 1.74 0.35 6.07  0.47
O 0.56 -2.05 -3.08  -0.98
H 0.55 -2.27 -2.16  0.50
H 0.12 -2.66 -3.76  0.49

Computed properties:
E_LUMO, eV: 0.6
Spin multiplicity: 1
SMILES string: C=CC(=C)N.O.O
Gap between HOMO and LUMO, eV: 8.5
M, g mol⁻¹: 105.137
DFT total energy, Eh: -364.1233
HOMO level, Ha: -0.2889

---

Question: Among the records above, which one has the highest E_LUMO?
Answer: C15H29Cl3CsN2O2SSi2

---

Question: Among the records above, which one has the highest DFT total energy?
Answer: C5H9N